[1]
2 unconnected molecules or ions with the total composition C4H7N3. Source: the Open Molecules 2025 dataset; level of theory: wB97M-V/def2-TZVPD.

Positions of all 14 atoms, in Å:
C (-2.983, -1.919, 0.245)
C (1.690, -0.087, 0.290)
C (-1.701, 1.073, -0.682)
C (1.829, 0.717, 1.260)
N (-2.370, -0.977, -0.009)
N (-1.487, -0.098, -0.243)
N (1.734, -0.867, -0.689)
H (-3.579, -2.775, 0.469)
H (-2.676, 1.510, -0.907)
H (-0.833, 1.699, -0.851)
H (2.163, 0.374, 2.233)
H (1.625, 1.778, 1.227)
H (0.955, -1.460, -0.967)
H (2.596, -0.968, -1.230)

The HOMO energy is -0.730 hartree. The energy above the lowest of the compared OMol25 structures with the same formula, charge and spin is 1.465 eV. The total charge is +2.

[2]
A molecular structure, C5H6F6NO7RbS2. Source: the Open Molecules 2025 dataset; level of theory: wB97M-V/def2-TZVPD.

Positions of all 28 atoms, in Å:
Rb (13.150, 0.186, -9.519)
C (13.715, 2.384, -12.590)
F (13.635, 3.407, -13.431)
F (14.995, 2.016, -12.452)
F (13.262, 2.770, -11.377)
S (12.708, 1.012, -13.245)
O (11.364, 1.303, -12.865)
O (13.077, 0.925, -14.621)
N (13.321, -0.199, -12.322)
S (13.269, -1.552, -13.176)
O (11.970, -1.868, -13.650)
O (14.357, -1.742, -14.069)
C (13.553, -2.777, -11.839)
F (14.596, -2.445, -11.057)
F (12.473, -2.866, -11.026)
F (13.793, -3.948, -12.377)
C (17.108, 3.600, -10.454)
O (17.368, 2.557, -9.497)
C (16.313, 2.044, -8.898)
O (15.174, 2.393, -9.042)
O (16.718, 1.038, -8.126)
C (15.839, 0.666, -7.064)
H (18.052, 3.761, -10.954)
H (16.794, 4.501, -9.932)
H (16.340, 3.287, -11.152)
H (16.014, -0.399, -6.904)
H (14.800, 0.706, -7.395)
H (16.079, 1.252, -6.188)

The HOMO energy is -0.352 hartree. The energy above the lowest of the compared OMol25 structures with the same formula, charge and spin is 0.000 eV.

[3]
3 unconnected molecules or ions with the total composition C22H33BClF16N2O6. Source: the Open Molecules 2025 dataset; level of theory: wB97M-V/def2-TZVPD.

Positions of all 81 atoms, in Å:
C (1.014, 1.797, 4.775)
C (1.217, 1.389, 3.185)
N (0.804, -0.044, 2.871)
C (-0.580, -0.067, 2.259)
C (-1.663, -0.092, 3.525)
B (-3.144, -0.337, 2.854)
O (-3.295, -1.203, 1.668)
C (-3.804, -2.481, 2.226)
C (-2.552, -3.428, 2.704)
N (-1.588, -3.758, 1.546)
C (-4.827, -1.843, 3.348)
Cl (-5.233, -3.252, 4.542)
C (-6.212, -1.304, 2.620)
C (-6.716, 0.168, 3.135)
C (-7.550, 1.041, 2.012)
O (-7.956, 0.278, 0.822)
O (-3.947, -0.849, 4.019)
C (1.768, -0.584, 1.833)
C (1.753, 0.016, 0.302)
O (2.667, -1.525, 2.137)
H (0.862, 0.855, 5.480)
H (0.140, 2.557, 4.965)
H (2.012, 2.368, 5.094)
H (2.385, 1.439, 2.976)
H (0.599, 2.157, 2.550)
H (-0.664, -1.063, 1.638)
H (-0.826, 0.835, 1.553)
H (-1.587, 0.958, 4.071)
H (-1.304, -0.936, 4.256)
H (-3.574, 0.750, 2.738)
H (-4.506, -3.149, 1.531)
H (-2.934, -4.479, 3.091)
H (-1.890, -2.981, 3.563)
H (-1.592, -2.995, 0.833)
H (-0.608, -3.786, 1.917)
H (-6.036, -1.383, 1.454)
H (-7.054, -2.088, 2.876)
H (-7.423, 0.031, 4.074)
H (-5.832, 0.880, 3.501)
H (-6.874, 1.978, 1.713)
H (-8.507, 1.506, 2.527)
H (-7.977, 0.960, 0.080)
H (1.311, -0.779, -0.461)
H (1.124, 1.015, 0.329)
H (2.858, 0.256, -0.046)
C (5.388, 3.912, -3.319)
C (6.334, 4.236, -2.152)
C (6.549, 3.095, -1.163)
F (5.402, 2.709, -0.560)
F (7.392, 3.479, -0.167)
F (5.898, 5.361, -1.524)
F (7.549, 4.564, -2.695)
O (4.033, 4.345, -3.173)
C (3.187, 3.464, -2.435)
C (2.678, 4.082, -1.129)
F (3.699, 4.449, -0.313)
F (1.922, 3.195, -0.427)
F (3.828, 2.284, -2.248)
F (2.136, 3.190, -3.255)
H (5.759, 4.477, -4.183)
H (5.453, 2.863, -3.633)
H (6.994, 2.225, -1.654)
H (2.070, 4.970, -1.326)
C (-0.126, -2.789, -3.754)
C (0.221, -3.768, -4.886)
C (1.538, -4.516, -4.708)
F (2.603, -3.684, -4.654)
F (1.759, -5.350, -5.760)
F (0.183, -3.107, -6.074)
F (-0.789, -4.692, -4.945)
O (0.200, -1.415, -3.984)
C (1.546, -1.049, -3.690)
C (2.328, -0.607, -4.930)
F (2.365, -1.579, -5.877)
F (3.621, -0.319, -4.621)
F (2.147, -2.063, -3.019)
F (1.463, -0.017, -2.806)
H (-1.219, -2.795, -3.664)
H (0.228, -3.136, -2.775)
H (1.526, -5.127, -3.800)
H (1.878, 0.283, -5.381)

The HOMO energy is -0.167 hartree. The total charge is -1.

[4]
A single C4H8N2OS molecule. Source: the Open Molecules 2025 dataset; level of theory: wB97M-V/def2-TZVPD.

Positions of all 16 atoms, in Å:
C (2.265, -0.735, -0.592)
C (1.034, -0.045, -0.537)
N (1.044, 1.017, 0.201)
O (-0.160, 1.746, 0.462)
C (-1.417, 1.215, 0.238)
C (-1.777, -0.005, 1.140)
S (-1.329, 0.659, -1.595)
N (-0.117, -0.595, -1.211)
H (2.737, -0.513, 0.512)
H (2.008, -1.797, -0.679)
H (3.159, -0.460, -1.351)
H (-2.017, 2.173, 0.586)
H (-1.406, -1.127, 0.795)
H (-0.958, 0.233, 2.092)
H (-2.889, -0.229, 1.494)
H (-0.179, -1.537, -1.555)

Its SMILES is CC1=NO[C@H](C)SN1. The HOMO energy is -0.321 hartree. The energy above the lowest of the compared OMol25 structures with the same formula, charge and spin is 4.884 eV.

[5]
A molecular structure, C9H25Ag2N2O3. Source: the Open Molecules 2025 dataset; level of theory: wB97M-V/def2-TZVPD.

Positions of all 41 atoms, in Å:
Ag (-12.379, 3.396, -2.390)
Ag (-13.698, 8.436, -2.785)
C (-11.818, 5.768, -6.583)
O (-11.831, 5.939, -5.157)
H (-10.906, 5.279, -6.926)
H (-12.693, 5.204, -6.905)
H (-11.862, 6.750, -7.054)
C (-17.041, 10.209, -7.367)
C (-15.568, 10.191, -7.372)
C (-14.990, 11.186, -8.454)
O (-15.227, 10.736, -9.772)
C (-14.669, 9.476, -10.237)
N (-15.000, 10.529, -6.004)
H (-17.397, 11.218, -7.160)
H (-17.430, 9.796, -6.437)
H (-17.469, 9.801, -8.282)
H (-15.284, 9.156, -7.564)
H (-13.960, 11.364, -8.142)
H (-15.400, 12.196, -8.484)
H (-13.696, 9.292, -9.781)
H (-14.477, 9.414, -11.308)
H (-15.398, 8.704, -9.989)
H (-15.507, 11.333, -5.663)
H (-14.136, 11.034, -6.141)
C (-7.114, 2.558, -4.594)
C (-6.783, 2.994, -3.149)
C (-5.582, 3.949, -3.096)
O (-5.640, 5.002, -2.138)
C (-4.571, 5.807, -1.758)
N (-7.922, 3.708, -2.647)
H (-7.885, 1.789, -4.547)
H (-6.260, 2.111, -5.103)
H (-7.499, 3.371, -5.208)
H (-6.588, 2.134, -2.508)
H (-5.457, 4.443, -4.059)
H (-4.702, 3.325, -2.936)
H (-3.784, 5.269, -1.229)
H (-4.736, 6.752, -1.240)
H (-4.101, 6.162, -2.675)
H (-8.021, 4.525, -3.233)
H (-7.408, 4.167, -1.908)

The HOMO energy (alpha / beta) is -0.542 / -0.542 hartree. The total charge is +3. Its multiplicity is 3.

[6]
A molecular structure, C46H92F18N4O13P2S6. Source: the Open Molecules 2025 dataset; level of theory: wB97M-V/def2-TZVPD.

Positions of all 181 atoms, in Å:
C (2.525, 2.878, -5.097)
C (2.189, 1.626, -4.318)
C (2.546, 1.774, -2.869)
C (4.080, 1.789, -2.599)
P (4.574, 2.307, -0.886)
C (5.046, 4.016, -0.876)
C (3.939, 5.145, -0.997)
C (3.341, 5.403, -2.385)
C (2.218, 6.343, -2.237)
C (3.286, 1.847, 0.277)
C (2.785, 0.414, 0.394)
C (1.768, 0.271, 1.478)
C (2.309, 0.555, 2.867)
C (6.031, 1.332, -0.548)
C (6.707, 1.570, 0.790)
C (7.971, 0.678, 0.825)
C (7.700, -0.820, 0.571)
H (3.531, 3.197, -4.928)
H (1.918, 3.783, -4.860)
H (2.392, 2.743, -6.198)
H (2.568, 0.683, -4.747)
H (1.070, 1.524, -4.321)
H (2.209, 0.916, -2.284)
H (2.088, 2.655, -2.387)
H (4.656, 2.375, -3.282)
H (4.402, 0.748, -2.643)
H (5.851, 4.173, -1.564)
H (5.424, 4.219, 0.150)
H (4.478, 5.994, -0.621)
H (3.115, 4.879, -0.331)
H (2.943, 4.475, -2.786)
H (4.203, 5.662, -3.042)
H (1.467, 5.859, -1.634)
H (1.732, 6.674, -3.153)
H (2.506, 7.231, -1.693)
H (2.465, 2.516, 0.008)
H (3.593, 2.293, 1.208)
H (3.646, -0.128, 0.815)
H (2.415, 0.049, -0.533)
H (1.381, -0.728, 1.448)
H (0.971, 1.004, 1.249)
H (1.576, 0.428, 3.647)
H (2.607, 1.627, 2.986)
H (3.192, -0.059, 3.040)
H (6.718, 1.609, -1.343)
H (5.781, 0.293, -0.680)
H (6.076, 1.207, 1.627)
H (6.945, 2.643, 1.042)
H (8.494, 0.826, 1.777)
H (8.670, 0.946, 0.052)
H (7.004, -1.319, 1.276)
H (8.574, -1.424, 0.632)
H (7.379, -1.076, -0.443)
C (-2.250, -1.372, 3.400)
C (-1.712, -2.729, 2.891)
C (-0.442, -2.563, 2.027)
C (0.038, -3.846, 1.298)
P (0.779, -5.231, 2.221)
C (-0.412, -6.019, 3.233)
C (-1.727, -6.390, 2.472)
C (-2.605, -7.402, 3.199)
C (-3.802, -7.783, 2.278)
C (1.096, -6.458, 0.952)
C (1.251, -7.975, 1.326)
C (1.637, -8.923, 0.080)
C (3.088, -8.491, -0.475)
C (2.192, -4.672, 3.104)
C (2.915, -5.629, 4.051)
C (3.950, -4.884, 4.888)
C (4.711, -5.821, 5.754)
H (-1.565, -1.009, 4.178)
H (-3.242, -1.372, 3.874)
H (-2.313, -0.614, 2.604)
H (-2.449, -3.273, 2.288)
H (-1.473, -3.466, 3.686)
H (0.372, -2.105, 2.611)
H (-0.590, -1.829, 1.175)
H (0.822, -3.689, 0.515)
H (-0.859, -4.298, 0.892)
H (-0.543, -5.373, 4.122)
H (0.126, -6.903, 3.506)
H (-1.473, -6.665, 1.445)
H (-2.276, -5.453, 2.295)
H (-2.829, -7.013, 4.198)
H (-2.106, -8.358, 3.282)
H (-3.403, -8.341, 1.426)
H (-4.454, -6.971, 1.955)
H (-4.555, -8.403, 2.855)
H (2.002, -6.183, 0.431)
H (0.317, -6.197, 0.255)
H (0.355, -8.350, 1.768)
H (2.043, -8.114, 2.111)
H (0.846, -8.862, -0.672)
H (1.716, -9.923, 0.521)
H (3.005, -7.736, -1.278)
H (3.464, -9.421, -0.969)
H (3.786, -8.155, 0.280)
H (1.848, -3.782, 3.609)
H (2.920, -4.277, 2.373)
H (3.332, -6.458, 3.451)
H (2.196, -6.123, 4.729)
H (3.342, -4.192, 5.483)
H (4.681, -4.260, 4.294)
H (5.243, -5.288, 6.534)
H (5.373, -6.397, 5.132)
H (4.017, -6.499, 6.260)
C (-0.850, 2.508, -1.364)
C (-2.104, 3.325, -1.021)
N (-3.354, 2.546, -1.207)
C (-3.456, 1.961, -2.603)
C (-3.380, 1.426, -0.191)
C (-4.672, 0.760, -0.142)
C (-4.573, 3.506, -0.953)
C (-4.580, 4.225, 0.374)
O (-5.169, 3.373, 1.368)
C (-5.170, 3.940, 2.681)
H (-0.762, 1.710, -0.669)
H (0.045, 3.130, -1.147)
H (-0.667, 2.164, -2.375)
H (-2.179, 4.227, -1.581)
H (-1.998, 3.696, 0.008)
H (-2.722, 1.182, -2.649)
H (-3.208, 2.745, -3.318)
H (-4.426, 1.517, -2.757)
H (-3.097, 1.894, 0.755)
H (-2.595, 0.760, -0.487)
H (-4.821, 0.409, -1.192)
H (-5.416, 1.475, 0.215)
H (-4.740, -0.059, 0.561)
H (-5.479, 2.938, -1.117)
H (-4.429, 4.238, -1.774)
H (-5.199, 5.118, 0.222)
H (-3.591, 4.654, 0.633)
H (-5.799, 3.271, 3.306)
H (-5.693, 4.929, 2.729)
H (-4.147, 3.976, 3.019)
C (-2.309, 7.390, 2.306)
F (-3.224, 7.545, 1.353)
F (-2.028, 8.625, 2.744)
F (-2.924, 6.676, 3.278)
S (-0.677, 6.503, 1.627)
O (-1.014, 5.984, 0.365)
O (0.350, 7.512, 1.714)
N (-0.526, 5.474, 2.770)
S (-0.261, 3.941, 2.578)
O (-1.477, 3.144, 2.346)
O (0.888, 3.582, 1.793)
C (0.149, 3.834, 4.324)
F (-0.770, 4.428, 5.080)
F (0.247, 2.527, 4.705)
F (1.375, 4.401, 4.531)
C (-6.040, -2.510, -3.301)
F (-7.237, -3.091, -2.912)
F (-6.258, -1.707, -4.373)
F (-5.600, -1.846, -2.255)
S (-4.780, -3.856, -3.825)
O (-5.493, -4.976, -4.360)
O (-3.831, -3.203, -4.708)
N (-4.233, -4.114, -2.371)
S (-2.915, -4.040, -1.600)
O (-3.102, -4.264, -0.191)
O (-1.881, -4.749, -2.267)
C (-2.408, -2.289, -1.697)
F (-2.720, -1.577, -2.758)
F (-2.985, -1.629, -0.668)
F (-1.112, -2.270, -1.597)
C (-5.565, 2.918, -5.746)
F (-4.546, 2.056, -5.621)
F (-6.307, 2.510, -6.775)
F (-6.428, 2.747, -4.657)
S (-5.091, 4.650, -6.017)
O (-4.205, 4.621, -7.086)
O (-6.264, 5.449, -6.189)
N (-4.354, 4.736, -4.601)
S (-3.394, 5.869, -4.075)
O (-3.493, 7.215, -4.579)
O (-3.289, 5.642, -2.638)
C (-1.715, 5.179, -4.794)
F (-0.820, 5.821, -3.996)
F (-1.467, 3.907, -4.877)
F (-1.474, 5.608, -6.093)

The HOMO energy is -0.329 hartree.

[7]
2 unconnected molecules or ions with the total composition CO4S. Source: the Open Molecules 2025 dataset; level of theory: wB97M-V/def2-TZVPD.

Positions of all 6 atoms, in Å:
C (1.137, -0.440, -0.269)
O (0.652, 0.338, -0.999)
O (-1.763, -0.066, -1.104)
O (-1.140, -0.112, 1.233)
O (1.615, -1.159, 0.513)
S (-1.922, 0.535, 0.197)

The HOMO energy is -0.444 hartree. The energy above the lowest of the compared OMol25 structures with the same formula, charge and spin is 0.250 eV.

[8]
A molecular structure, C35H67IrN13SeSi. Source: the Open Molecules 2025 dataset; level of theory: wB97M-V/def2-TZVPD.

Positions of all 118 atoms, in Å:
Ir (-0.463, -0.636, -0.350)
C (0.807, 1.231, 4.487)
N (-0.086, 0.669, 3.482)
C (-1.433, 1.232, 3.533)
C (0.026, -0.628, 3.073)
N (-0.441, -1.026, 1.901)
C (-1.149, -2.301, 2.016)
C (-0.610, -3.323, 1.070)
N (-0.531, -2.739, -0.289)
C (-1.736, -3.035, -1.082)
C (-2.921, -2.293, -0.513)
N (-2.556, -0.888, -0.192)
C (-3.572, -0.067, -0.078)
N (-4.839, -0.548, 0.079)
C (-5.185, -1.562, 1.069)
C (-5.983, 0.137, -0.520)
N (-3.360, 1.315, -0.054)
C (-3.520, 2.050, -1.307)
C (-3.982, 2.014, 1.069)
C (0.680, -3.234, -0.978)
C (1.846, -2.469, -0.415)
N (1.690, -1.050, -0.756)
C (2.825, -0.449, -1.101)
N (4.067, -0.934, -0.782)
C (4.462, -1.636, 0.431)
C (5.147, -0.873, -1.764)
N (2.852, 0.685, -1.843)
C (2.101, 0.820, -3.071)
C (3.842, 1.729, -1.628)
N (0.577, -1.509, 3.942)
C (1.523, -2.523, 3.514)
C (0.275, -1.506, 5.367)
H (1.775, 0.733, 4.455)
H (0.397, 1.165, 5.497)
H (0.958, 2.286, 4.259)
H (-1.907, 0.996, 4.493)
H (-2.024, 0.817, 2.722)
H (-1.396, 2.314, 3.431)
H (-2.186, -2.079, 1.774)
H (-1.159, -2.709, 3.029)
H (-1.213, -4.235, 1.066)
H (0.398, -3.612, 1.363)
H (-1.926, -4.112, -1.127)
H (-1.519, -2.683, -2.076)
H (-3.282, -2.821, 0.369)
H (-3.743, -2.298, -1.234)
H (-4.373, -1.689, 1.783)
H (-5.435, -2.527, 0.621)
H (-6.053, -1.209, 1.626)
H (-5.728, 0.523, -1.503)
H (-6.378, 0.943, 0.100)
H (-6.774, -0.599, -0.655)
H (-3.216, 1.431, -2.142)
H (-2.894, 2.941, -1.285)
H (-4.556, 2.367, -1.462)
H (-5.055, 2.184, 0.950)
H (-3.504, 2.990, 1.164)
H (-3.821, 1.463, 1.994)
H (0.570, -3.014, -2.041)
H (0.786, -4.315, -0.850)
H (2.770, -2.893, -0.802)
H (1.861, -2.590, 0.671)
H (3.693, -1.585, 1.188)
H (5.356, -1.158, 0.835)
H (4.714, -2.679, 0.222)
H (4.774, -0.531, -2.725)
H (5.561, -1.874, -1.895)
H (5.951, -0.211, -1.435)
H (1.361, 0.030, -3.136)
H (2.783, 0.749, -3.927)
H (1.612, 1.789, -3.112)
H (4.340, 1.591, -0.672)
H (3.329, 2.693, -1.613)
H (4.591, 1.753, -2.423)
H (1.819, -2.330, 2.483)
H (1.115, -3.535, 3.598)
H (2.416, -2.465, 4.140)
H (-0.551, -0.834, 5.580)
H (1.140, -1.221, 5.970)
H (-0.029, -2.513, 5.661)
C (-0.169, 2.886, 0.958)
C (-0.271, 2.630, -0.503)
C (-0.258, 3.675, -1.410)
C (-0.462, 3.412, -2.760)
C (-0.694, 2.127, -3.190)
C (-0.692, 1.098, -2.233)
N (-0.458, 1.370, -0.925)
N (-0.871, -0.244, -2.373)
Si (-1.427, -0.804, -3.981)
C (-0.063, -0.589, -5.246)
C (-2.967, 0.149, -4.473)
C (-1.961, -2.590, -4.182)
H (-0.940, 3.596, 1.262)
H (0.801, 3.319, 1.205)
H (-0.280, 1.955, 1.496)
H (-0.110, 4.684, -1.053)
H (-0.443, 4.223, -3.478)
H (-0.834, 1.915, -4.238)
H (0.388, 0.402, -5.279)
H (-0.478, -0.790, -6.238)
H (0.739, -1.313, -5.081)
H (-2.912, 1.232, -4.397)
H (-3.824, -0.191, -3.883)
H (-3.191, -0.089, -5.517)
H (-1.152, -3.322, -4.139)
H (-2.347, -2.613, -5.206)
H (-2.779, -2.923, -3.543)
Se (2.597, 0.904, 1.731)
C (3.928, 2.206, 2.086)
C (5.282, 1.885, 1.993)
C (6.221, 2.877, 2.231)
N (5.903, 4.121, 2.578)
C (4.612, 4.417, 2.689)
C (3.591, 3.508, 2.444)
H (5.603, 0.882, 1.749)
H (7.280, 2.655, 2.154)
H (4.375, 5.433, 2.981)
H (2.560, 3.825, 2.536)

The HOMO energy (alpha / beta) is -0.458 / -0.458 hartree. The energy above the lowest of the compared OMol25 structures with the same formula, charge and spin is 0.683 eV. The total charge is +2. Its multiplicity is 2.

no.,calculated total energy (eV)
1,-8709.3115
2,-59735.1500
3,-95289.1240
4,-20135.9501
5,-26821.5369
6,-214270.2370
7,-20062.2506
8,-132804.4687